No. 1
The ion C3H2NOS2 with charge -1 at a distorted geometry. Source: the OMol25 dataset; level of theory: the ωB97M-V functional and the def2-TZVPD basis.

The relative energy (zero: lowest compared OMol25 entry of this formula, charge and spin) comes out at 479.2 kJ/mol. The HOMO energy comes out at -3.336 eV. The value obtained for the total energy is -1041.80212 Eh. As for the total charge: -1. The LUMO energy comes out at 0.1089 Eh.

Geometry as XYZ:
```
9
Properties=species:S:1:pos:R:3:forces:R:3:nbo_charge:R:1
C 0.8104 -1.1514 -0.0531 0.510 2.738 -0.140 0.492
C -1.8883 0.3528 0.0325 0.812 -1.815 0.159 -0.384
C 0.8108 0.5043 -0.0162 -0.055 0.185 -0.049 -0.625
N -0.3035 -1.6920 0.0857 -2.860 0.185 0.161 -0.447
O 1.9997 -1.4771 -0.1675 1.087 -1.049 -0.052 -0.758
S -3.4687 0.4195 0.1946 -0.093 -0.072 -0.017 -0.041
S -0.6905 1.4630 -0.2663 0.580 -0.027 -0.047 0.327
H 1.2015 0.7678 0.9695 0.061 -0.100 -0.080 0.214
H 1.5286 0.8131 -0.7791 -0.042 -0.043 0.066 0.222
```
Forces are in eV/Å.

=====

No. 2
A cluster of 7 separate species, C24H58F3N6O8S in total at a distorted geometry. Source: the OMol25 dataset; level of theory: the ωB97M-V functional and the def2-TZVPD basis.

The relative energy (zero: lowest compared OMol25 entry of this formula, charge and spin) comes out at 0.0 kJ/mol. The HOMO energy comes out at -17.162 eV. The value obtained for the total energy is -2575.62271 Eh. As for the total charge: +5. The LUMO energy comes out at -0.3514 Eh.

Geometry as XYZ:
```
100
Properties=species:S:1:pos:R:3:forces:R:3:mulliken_charge:R:1
C 7.9279 13.3830 1.5653 0.271 0.084 -1.028 -0.847
C 6.4885 12.9945 1.4506 -0.516 -2.023 3.691 0.410
O 5.9091 12.3501 2.3212 0.986 2.280 -3.796 -0.389
N 5.7642 13.5526 0.2194 -0.352 0.079 -0.067 -0.100
H 6.4034 13.7723 -0.5311 1.039 0.549 0.024 0.321
H 5.2428 12.8436 -0.2761 -1.065 -0.685 0.565 0.385
C 4.9298 14.7760 0.5114 0.110 0.536 0.170 -0.805
H 8.5545 12.4911 1.5641 -0.214 -0.215 0.593 0.322
H 8.0611 13.9676 2.4756 0.116 -0.169 -0.008 0.300
H 8.3235 13.9003 0.6912 -0.260 0.471 0.050 0.330
H 4.2354 14.6093 1.3349 -0.140 -0.441 -0.409 0.369
H 4.4730 15.1003 -0.4236 -0.278 -0.266 0.228 0.367
H 5.5722 15.5912 0.8443 0.353 -0.265 -0.074 0.333
C 17.0151 10.3730 -3.4756 -0.500 -0.536 -0.679 -1.043
C 17.2826 9.2415 -2.5181 -2.851 1.472 1.115 0.515
O 16.4604 8.9639 -1.6755 2.585 -0.593 -1.266 -0.419
N 18.5988 8.5198 -2.6470 -0.539 -2.012 0.177 -0.097
H 19.0977 8.7097 -3.5044 -0.014 0.488 -0.500 0.387
H 19.2281 8.7437 -1.8894 0.242 0.434 0.569 0.379
C 18.3905 6.9932 -2.5644 0.743 -0.209 0.745 -0.831
H 17.1961 10.0937 -4.5136 0.854 0.168 -0.025 0.387
H 17.4780 11.3109 -3.1688 0.307 -0.150 -0.165 0.316
H 15.9361 10.5229 -3.5126 0.020 0.069 0.620 0.315
H 17.6348 6.6526 -3.2721 0.052 0.246 0.263 0.342
H 18.2098 6.7494 -1.5175 -0.778 0.182 -0.207 0.358
H 19.3438 6.4896 -2.7248 0.077 0.334 -0.586 0.391
C 8.9425 20.1283 -1.3773 0.199 0.721 0.392 -1.149
C 7.7043 19.3333 -1.7448 3.280 -0.557 -0.236 0.596
O 7.6983 18.1515 -1.9281 -1.323 1.594 0.255 -0.430
N 6.5059 20.1930 -2.0686 -0.203 -0.074 -0.227 -0.164
H 5.7967 19.9089 -1.4080 -1.010 -0.887 -0.223 0.352
H 6.4856 21.1775 -1.8441 1.406 0.683 0.211 0.401
C 6.0990 20.0863 -3.5465 -0.961 -0.122 1.376 -0.738
H 9.8292 19.5814 -1.0568 -0.616 -0.725 0.082 0.343
H 8.7567 20.8839 -0.6139 -0.327 -0.057 0.186 0.393
H 9.3464 20.7212 -2.1979 -0.549 0.001 -0.576 0.358
H 5.5859 19.1246 -3.5364 0.119 0.194 -1.005 0.341
H 6.9558 20.1967 -4.2111 -0.022 -0.275 0.334 0.310
H 5.4226 20.9351 -3.6465 -0.171 -0.341 -0.528 0.388
C 10.5949 7.2932 -1.4174 -0.912 -0.410 -0.447 -1.066
C 9.4872 6.8276 -2.4175 2.281 -5.224 0.554 0.597
O 9.4107 5.6594 -2.8425 -0.666 5.627 1.179 -0.389
N 8.6140 7.9906 -2.8667 1.607 -0.343 -1.035 -0.075
H 7.8095 8.0703 -2.2613 -0.921 -0.197 -0.266 0.343
H 9.1887 8.7976 -2.6703 0.190 0.682 0.412 0.288
C 8.4878 7.9834 -4.3643 -0.895 -0.758 -0.841 -0.795
H 11.4222 7.7101 -1.9917 -0.157 0.444 -0.122 0.329
H 11.0553 6.4892 -0.8431 -0.508 -0.403 -0.339 0.350
H 10.1998 7.9959 -0.6838 0.063 0.308 -0.218 0.359
H 7.9467 7.0868 -4.6668 -0.171 0.162 0.164 0.392
H 9.4724 7.8801 -4.8203 0.132 0.203 0.470 0.324
H 8.0052 8.8771 -4.7598 -0.023 -0.025 0.451 0.344
C 14.9671 12.7686 -9.2842 -1.543 -0.259 0.379 -1.122
C 14.2141 13.5978 -8.2216 4.698 -0.232 2.186 0.585
O 14.7846 13.9001 -7.1572 -3.596 -0.561 -3.836 -0.439
N 12.7654 13.9612 -8.5339 1.284 -0.439 0.264 -0.064
H 12.4416 13.4520 -9.3438 0.195 0.014 -0.882 0.406
H 12.2049 13.5306 -7.8124 -0.491 0.415 1.115 0.298
C 12.6196 15.4429 -8.6746 -0.361 0.112 0.524 -0.834
H 15.0326 13.1202 -10.3138 0.212 0.888 0.227 0.382
H 14.3203 11.9118 -9.4728 -0.052 -0.565 0.269 0.383
H 15.9181 12.4061 -8.8939 -0.169 0.400 -0.037 0.316
H 13.1324 15.8823 -7.8190 -0.295 0.001 0.015 0.370
H 11.5440 15.6184 -8.6532 0.240 0.432 -0.156 0.364
H 13.1130 15.7943 -9.5808 -0.252 -0.287 -0.067 0.352
C 14.9044 20.3805 -4.2481 0.526 0.309 -0.098 -1.427
C 15.1221 21.9151 -4.2998 -0.889 -0.190 0.073 -0.094
C 13.8796 22.6554 -4.8150 1.233 1.317 -0.744 -0.860
N 14.0438 24.2487 -4.7890 1.604 0.194 0.494 0.304
C 14.1630 24.7281 -3.3455 0.099 -0.599 -0.740 -1.119
C 12.9168 24.9819 -5.5198 0.328 -1.012 1.679 -0.498
C 13.5595 26.0912 -6.2681 -0.581 1.700 -1.362 -0.643
C 15.0361 26.3348 -5.8691 -1.001 -2.787 0.293 -0.613
C 15.3470 24.8205 -5.4976 -0.131 -0.009 -0.490 -0.821
H 14.1850 20.0453 -3.5010 -0.134 0.239 -0.048 0.354
H 15.8561 19.9168 -3.9885 0.006 0.036 0.108 0.387
H 14.6492 19.9568 -5.2194 -0.223 0.164 -0.064 0.371
H 15.9321 22.1268 -4.9977 0.185 0.044 0.285 0.325
H 15.3547 22.2740 -3.2972 0.299 -0.054 -0.066 0.289
H 12.9609 22.3681 -4.3037 0.004 0.439 0.111 0.459
H 13.7995 22.4296 -5.8783 -0.338 0.056 -0.027 0.390
H 15.1794 24.5088 -3.0187 -0.309 -0.410 0.252 0.403
H 13.3899 24.1709 -2.8165 0.188 0.468 0.450 0.341
H 14.0958 25.8133 -3.2684 -0.546 -0.137 -0.220 0.457
H 12.2734 25.3570 -4.7239 -0.337 -0.283 -0.213 0.344
H 12.4227 24.2534 -6.1626 -0.147 0.173 0.164 0.354
H 12.8999 26.9575 -6.2178 0.279 0.273 0.192 0.369
H 13.4671 25.8050 -7.3158 0.655 0.181 -0.192 0.337
H 15.2430 26.9530 -4.9955 -0.339 0.170 -0.212 0.313
H 15.6013 26.6786 -6.7354 0.129 -0.136 0.261 0.363
H 16.2494 24.7136 -4.8957 -0.389 -0.230 0.347 0.426
H 15.4695 24.1712 -6.3645 -0.004 0.317 -0.272 0.491
C 11.2692 14.6296 -3.1318 -1.331 -3.671 1.734 0.547
F 12.4677 14.0382 -3.2883 -0.162 0.674 0.134 -0.212
F 11.1145 14.9363 -1.7935 0.317 0.199 -1.395 -0.230
F 11.1882 15.6845 -3.8653 0.022 1.438 -0.608 -0.194
S 9.9408 13.2496 -3.6056 1.159 -2.012 -0.696 1.043
O 8.6300 13.8292 -3.5571 -0.555 1.123 0.546 -0.627
O 10.3607 12.8496 -4.9479 0.299 0.877 0.133 -0.654
O 10.1328 12.1309 -2.6699 0.123 1.175 0.191 -0.667
```
Forces are in eV/Å.